# 1
DFT (ωB97M-V/def2-TZVPD) results for a structure of composition C41H41AsCl3NO3OsP2Si.

The total charge is +2. The value obtained for the max |F| is 0.150 eV Å⁻¹. As for the energy above the lowest of the compared OMol25 structures with the same formula, charge and spin: 0.0000 eV. The calculation puts the HOMO-LUMO gap at 7.16 eV. Its highest occupied orbital energy is -12.93 eV.

```
94
C41H41AsCl3NO3OsP2Si | the Open Molecules 2025 dataset | ωB97M-V/def2-TZVPD
Os 1.56 -1.61 -1.70
N 2.97 -2.69 -0.50
C 3.87 -1.72 0.17
C 3.14 -0.41 0.46
O 3.66 0.46 1.11
O 1.93 -0.33 -0.05
H 2.51 -3.27 0.20
H 3.54 -3.31 -1.07
H 4.70 -1.49 -0.50
H 4.28 -2.11 1.10
O -2.87 2.67 0.09
C -2.62 3.39 1.27
C -3.54 4.29 1.75
C -3.28 4.94 2.95
C -2.12 4.68 3.65
C -1.18 3.79 3.15
C -1.42 3.15 1.93
P -0.15 2.13 1.17
C 0.53 2.94 -0.28
C 1.90 2.81 -0.52
C 2.46 3.46 -1.61
C 1.66 4.23 -2.45
C 0.30 4.35 -2.21
C -0.27 3.72 -1.13
C 1.17 1.93 2.36
C 1.47 0.78 3.09
C 2.47 0.81 4.04
C 3.20 1.97 4.26
C 2.92 3.12 3.52
C 1.91 3.10 2.58
C -3.67 1.58 0.38
C -5.04 1.66 0.27
C -5.81 0.56 0.62
C -5.21 -0.60 1.09
C -3.83 -0.68 1.18
C -3.04 0.41 0.81
P -1.27 0.21 0.57
C -1.04 -0.18 -1.17
C -2.09 -0.83 -1.79
C -2.00 -1.22 -3.14
C -0.86 -0.98 -3.84
C 0.28 -0.37 -3.23
C 0.18 0.08 -1.89
C -0.86 -1.18 1.62
C -0.34 -2.35 1.08
C -0.11 -3.45 1.90
C -0.40 -3.37 3.25
C -0.95 -2.21 3.79
C -1.18 -1.12 2.98
H -4.45 4.47 1.20
H -4.00 5.65 3.33
H -1.93 5.18 4.59
H -0.27 3.61 3.70
H 2.52 2.20 0.12
H 3.52 3.37 -1.79
H 2.11 4.73 -3.30
H -0.31 4.96 -2.86
H -1.33 3.83 -0.95
H 0.95 -0.14 2.90
H 2.70 -0.09 4.60
H 3.99 1.98 4.99
H 3.49 4.02 3.68
H 1.70 4.00 2.01
H -5.50 2.57 -0.09
H -6.89 0.61 0.53
H -5.82 -1.45 1.37
H -3.37 -1.61 1.51
H -3.01 -1.02 -1.25
H -2.87 -1.66 -3.62
H -0.81 -1.20 -4.90
H 0.99 0.10 -3.89
H 0.81 0.90 -1.58
H -0.16 -2.43 0.01
H 0.28 -4.37 1.48
H -0.22 -4.23 3.89
H -1.20 -2.17 4.84
H -1.62 -0.22 3.40
Cl 2.82 -1.18 -5.25
Si 3.21 -1.24 -3.22
Cl 4.09 0.59 -2.82
Cl 4.79 -2.61 -3.10
C -0.66 -4.44 -2.02
As 0.92 -3.66 -2.86
C 2.17 -5.12 -2.63
C 0.46 -3.87 -4.73
H -0.93 -5.36 -2.54
H -1.49 -3.74 -2.07
H -0.44 -4.68 -0.98
H 1.72 -6.03 -3.04
H 2.39 -5.29 -1.58
H 3.09 -4.91 -3.17
H 0.49 -4.93 -4.96
H 1.17 -3.33 -5.36
H -0.55 -3.50 -4.91
```

Results of the Mulliken charge analysis, in e, for atoms 1 through 8:
1. Os 1.518
2. N -0.716
3. C -1.203
4. C 0.417
5. O -0.590
6. O -0.237
7. H 0.275
8. H 0.281

=====

# 2
DFT (ωB97M-V/def2-TZVPD) results for a structure of composition C23H36N7O6SeTi.

The total charge is -1. The value obtained for the max |F| is 0.960 eV Å⁻¹. As for the energy above the lowest of the compared OMol25 structures with the same formula, charge and spin: 0.0871 eV. The spin multiplicity is 3. The calculation puts the HOMO-LUMO gap (spin up / spin down) at 5.88 / 7.17 eV. Its highest occupied orbital energy (spin up / spin down) is -3.27 / -4.56 eV.

```
74
C23H36N7O6SeTi | the Open Molecules 2025 dataset | ωB97M-V/def2-TZVPD
Ti -0.21 0.58 -1.12
N 0.01 -0.01 1.03
C 1.17 0.75 1.51
C 1.56 0.38 2.94
C 2.76 1.07 3.58
C 2.83 2.59 3.41
N 1.60 3.28 3.80
C 0.70 3.71 2.85
N -0.63 3.53 3.15
N 1.01 4.28 1.74
C 2.28 0.61 0.45
O 3.45 0.72 0.76
O 1.82 0.39 -0.74
H -0.86 0.18 1.53
H 0.19 -1.01 1.05
H 0.86 1.80 1.45
H 1.71 -0.70 2.99
H 0.67 0.57 3.55
H 3.68 0.66 3.18
H 2.73 0.84 4.65
H 3.02 2.82 2.37
H 3.66 2.98 4.00
H 1.17 2.92 4.64
H -0.85 2.67 3.63
H -1.24 3.70 2.37
H 2.01 4.43 1.64
H 0.01 3.87 0.42
C 0.77 2.93 -4.68
C 0.41 2.41 -3.33
N 0.33 1.11 -3.08
O 0.65 0.30 -4.16
C 0.05 3.27 -2.26
C -0.02 4.75 -2.44
N -0.29 2.67 -1.11
O -0.79 3.51 -0.10
H 1.53 2.29 -5.14
H 1.16 3.94 -4.63
H -0.10 2.93 -5.34
H 0.48 -0.59 -3.82
H -0.61 5.01 -3.32
H 0.98 5.18 -2.58
H -0.47 5.21 -1.57
O -2.74 0.37 1.57
C -3.14 0.46 0.41
C -4.62 0.42 0.05
C -4.64 0.85 -1.41
C -3.17 0.82 -1.81
O -2.75 1.00 -2.93
N -2.38 0.60 -0.70
H -5.19 1.05 0.73
H -4.96 -0.61 0.19
H -5.00 1.88 -1.54
H -5.22 0.21 -2.08
C 0.84 -7.27 1.08
C 0.53 -5.97 0.39
C 1.50 -5.29 -0.34
C 1.22 -4.09 -0.99
C 2.32 -3.40 -1.75
C -0.07 -3.55 -0.93
Se -0.50 -1.98 -1.93
C -1.06 -4.21 -0.18
C -2.46 -3.68 -0.04
C -0.74 -5.41 0.46
H 1.89 -7.54 0.95
H 0.24 -8.09 0.68
H 0.64 -7.21 2.15
H 2.50 -5.69 -0.39
H 3.28 -3.86 -1.55
H 2.37 -2.33 -1.50
H 2.12 -3.44 -2.83
H -2.50 -2.62 -0.26
H -2.83 -3.85 0.97
H -3.13 -4.19 -0.73
H -1.51 -5.91 1.03
```

Results of the Mulliken charge analysis, in e, for atoms 1 through 8:
1. Ti -0.115
2. N -0.052
3. C 0.950
4. C -0.524
5. C -0.902
6. C -0.811
7. N -0.122
8. C 0.105

=====

# 3
DFT (ωB97M-V/def2-TZVPD) results for an isolated molecule of C4H7IN2O.

The SMILES is CN1CCN(I)C1=O. The value obtained for the max |F| is 4.295 eV Å⁻¹. As for the energy above the lowest of the compared OMol25 structures with the same formula, charge and spin: 1.0514 eV. The calculation puts the HOMO-LUMO gap at 8.50 eV. Its highest occupied orbital energy is -8.44 eV.

```
15
C4H7IN2O | the Open Molecules 2025 dataset | ωB97M-V/def2-TZVPD
C 1.61 1.46 -0.11
N 0.46 0.47 -0.02
C 0.53 -1.03 0.26
C -0.82 -1.53 -0.05
N -1.67 -0.34 -0.26
I -3.67 -0.29 -0.01
C -0.82 0.85 -0.03
O -1.29 1.94 -0.04
H 1.35 2.09 -1.09
H 1.50 2.07 0.79
H 2.63 0.89 -0.12
H 0.86 -0.99 1.26
H 1.28 -1.49 -0.42
H -0.73 -2.02 -1.00
H -1.22 -2.07 0.85
```

Results of the Mulliken charge analysis, in e, for atoms 1 through 8:
1. C -0.779
2. N 0.063
3. C -0.573
4. C -0.337
5. N -0.416
6. I 0.161
7. C 0.422
8. O -0.585